112
Properties=species:S:1:pos:R:3:forces:R:3 method="wB97M-V/def2-TZVPD" charge=+1 e_lumo_ha=-0.1679 fmax_ha_per_bohr=0.0718 homo_energy_ev=-11.9 total_energy_ev=-101532.8795
F -2.84557 2.05202 -6.35840 1.05 -3.50 0.50
C -2.49266 0.67766 -6.16520 -2.01 1.38 -0.87
F -3.00535 0.29711 -4.93413 1.24 0.58 -2.48
F -3.09832 -0.05795 -7.19087 0.98 1.50 2.63
C -0.91533 0.48258 -6.32433 0.73 0.48 -2.08
F -0.21168 1.68725 -6.14873 -1.51 -2.61 0.24
F -0.70204 0.13174 -7.68094 -0.46 0.65 2.71
C -0.30369 -0.72530 -5.45982 1.89 -1.06 -0.71
F -1.15834 -1.81663 -5.32642 1.15 2.32 -0.13
F 0.81054 -1.19439 -6.20888 -2.14 0.74 1.40
C 0.33174 -0.23104 -4.05551 -0.69 1.08 -0.36
F -0.52748 0.74728 -3.49741 1.92 -1.72 -1.11
F 1.58802 0.31649 -4.40608 -2.61 -1.05 1.41
C 0.46269 -1.38383 -2.96866 -1.04 -1.24 0.16
F -0.79619 -1.86472 -2.51869 2.21 1.25 -1.37
F 1.04850 -2.49544 -3.63979 -0.67 2.01 1.44
C 1.26776 -0.97057 -1.64109 1.37 0.73 1.15
F 0.44835 -1.20312 -0.49870 1.66 0.14 -2.20
F 1.54905 0.42633 -1.58683 -0.91 -2.50 -0.61
C 2.69214 -1.70175 -1.55418 0.45 0.45 0.89
C 2.70192 -3.05706 -0.71796 0.30 -0.34 -0.45
C 1.48193 -4.05064 -1.00709 -0.22 -1.72 0.85
C 1.49987 -4.96247 0.32790 0.15 -0.14 -1.19
N 2.15517 -6.08952 0.13132 -0.92 2.00 -0.08
C 2.65627 -6.23048 -1.28737 -0.20 -0.32 -1.55
C 1.66776 -5.24039 -2.07555 -0.02 -0.10 1.71
H 3.19265 -1.83058 -2.57775 -1.15 0.15 1.38
H 3.38052 -0.97481 -0.99173 -1.12 -0.95 -0.80
H 3.66851 -3.61359 -0.99220 -1.35 0.83 0.38
H 2.78474 -2.88053 0.41397 -0.28 0.14 -1.67
H 0.44917 -3.60788 -1.22232 1.63 -0.21 0.88
H 1.05440 -4.65387 1.32641 0.74 -0.63 -1.28
H 2.30050 -6.78781 0.87884 0.03 0.54 -0.61
H 3.74819 -5.94107 -1.37420 -1.30 -0.29 0.40
H 2.54638 -7.29948 -1.65923 0.11 1.34 0.75
H 1.95901 -4.90946 -3.11791 -0.21 -0.58 1.41
H 0.65023 -5.76629 -2.03354 1.41 0.71 -0.66
C 9.43119 -0.54902 -1.45727 -0.04 -0.02 -0.32
C 8.31374 0.07522 -0.64333 0.45 -0.45 0.24
O 7.65368 1.11377 -1.37902 -0.49 -0.01 -0.18
C 6.79613 0.70233 -2.32059 0.42 0.28 -0.04
O 6.53674 -0.44562 -2.59584 -0.18 0.20 0.17
O 6.29984 1.78648 -2.93361 0.04 -0.35 0.29
C 5.44492 1.48804 -4.03628 -0.26 0.07 -0.37
H 10.12210 0.21927 -1.81240 0.00 -0.03 0.18
H 9.98462 -1.27547 -0.85891 -0.03 0.09 0.01
H 9.04153 -1.05905 -2.34042 -0.04 -0.03 0.13
H 8.73442 0.54383 0.24843 -0.19 0.23 -0.18
H 7.59282 -0.67382 -0.30443 -0.04 0.10 -0.20
H 4.64583 0.80318 -3.74534 0.17 -0.03 -0.02
H 6.02992 1.06929 -4.85723 -0.10 -0.11 0.10
H 4.99452 2.42220 -4.37139 0.20 0.02 0.22
C 6.51887 -1.52112 5.46664 0.07 0.22 -0.22
C 5.09755 -2.04099 5.56683 0.59 -0.34 0.20
O 4.14756 -1.02668 5.21180 -0.26 0.10 -0.63
C 4.01386 -0.78847 3.89804 0.19 0.31 0.41
O 4.61404 -1.34602 3.00904 -0.37 -0.02 0.13
O 3.12451 0.20667 3.73793 0.28 -0.54 0.07
C 2.97182 0.63030 2.38535 -0.13 0.34 -0.39
H 6.63614 -0.60955 6.05740 -0.03 -0.15 0.10
H 7.22919 -2.26951 5.82326 -0.08 0.04 0.03
H 6.77694 -1.26793 4.43650 -0.05 -0.13 0.04
H 4.88640 -2.31775 6.60175 -0.24 0.22 -0.11
H 4.95037 -2.93637 4.95674 -0.04 0.20 -0.11
H 2.74017 -0.20735 1.72392 0.14 0.00 0.11
H 3.87718 1.14192 2.05321 -0.03 -0.17 -0.06
H 2.14206 1.33587 2.34611 0.07 -0.10 0.27
C 1.05749 -1.00739 6.00501 -0.24 0.00 -0.22
C 0.24062 -0.92805 7.28028 0.53 -0.34 -0.05
O -0.92189 -0.11035 7.10030 -0.41 -0.08 0.03
C -1.93376 -0.68294 6.43386 0.15 0.22 -0.12
O -1.94585 -1.80304 5.98398 -0.02 0.25 0.17
O -2.91953 0.21867 6.31964 0.33 -0.30 0.16
C -4.02507 -0.22859 5.53409 -0.52 -0.02 -0.19
H 1.29975 -0.00688 5.64025 0.12 -0.07 0.16
H 1.98422 -1.55762 6.17175 -0.07 0.12 0.07
H 0.50050 -1.50911 5.21017 -0.03 -0.06 0.13
H 0.83725 -0.45553 8.06300 -0.29 0.17 -0.05
H -0.03947 -1.92039 7.64369 -0.15 0.11 -0.14
H -4.40837 -1.18406 5.89633 0.19 0.04 -0.08
H -3.72906 -0.30538 4.48600 -0.02 -0.13 0.09
H -4.81663 0.51622 5.61770 0.27 0.10 0.09
C -7.03995 5.77709 4.46092 0.06 -0.17 0.27
C -6.04271 5.75628 3.31820 -0.66 0.11 -0.08
O -4.70185 5.60516 3.80240 0.32 -0.34 -0.06
C -4.35936 4.36735 4.18161 -0.10 0.29 0.21
O -5.06846 3.39074 4.14915 0.25 0.16 -0.09
O -3.09900 4.40495 4.63880 -0.28 0.03 -0.29
C -2.64519 3.16283 5.17323 0.23 -0.31 0.23
H -6.76835 6.54157 5.19301 -0.05 0.07 -0.16
H -8.04651 5.98133 4.09058 0.08 0.03 -0.02
H -7.05715 4.82216 4.98969 -0.02 0.01 -0.15
H -6.07791 6.71128 2.79029 0.33 -0.07 0.10
H -6.27868 4.97614 2.58965 0.13 -0.06 0.19
H -2.78044 2.34965 4.45776 -0.14 0.10 0.10
H -3.17005 2.94595 6.10494 -0.01 -0.12 -0.16
H -1.58097 3.25906 5.38901 -0.13 0.24 -0.07
C -6.48671 0.58206 -4.79355 -0.28 -0.07 0.12
C -6.19221 1.77175 -5.68773 0.35 -0.26 0.41
O -7.31522 2.07433 -6.52286 -0.14 0.31 -0.08
C -8.32673 2.71627 -5.92107 -0.11 -0.23 -0.02
O -8.36653 3.05212 -4.76331 0.07 -0.01 -0.34
O -9.30440 2.88984 -6.82201 0.39 -0.01 0.17
C -10.48953 3.47338 -6.28242 -0.44 0.21 0.06
H -6.81448 -0.27360 -5.38939 0.16 0.04 -0.04
H -5.59986 0.29924 -4.22296 -0.02 0.02 -0.06
H -7.29013 0.80518 -4.08894 0.13 0.09 -0.02
H -5.36023 1.52957 -6.35128 -0.32 0.11 -0.23
H -5.89291 2.64895 -5.10784 -0.23 -0.03 -0.03
H -10.26990 4.40477 -5.75767 0.04 -0.19 0.05
H -10.98247 2.76363 -5.61541 0.10 0.13 0.07
H -11.16035 3.69397 -7.11270 0.26 -0.15 -0.07